Record 1
{
  "formula": "C23H48N2O11",
  "method": "wB97M-V/def2-TZVPD",
  "elements": ["O", "O", "O", "O", "O", "O", "O", "O", "O", "O", "O", "N", "N", "C", "C", "C", "C", "C", "C", "C", "C", "C", "C", "C", "C", "C", "C", "C", "C", "C", "C", "C", "C", "C", "C", "C", "H", "H", "H", "H", "H", "H", "H", "H", "H", "H", "H", "H", "H", "H", "H", "H", "H", "H", "H", "H", "H", "H", "H", "H", "H", "H", "H", "H", "H", "H", "H", "H", "H", "H", "H", "H", "H", "H", "H", "H", "H", "H", "H", "H", "H", "H", "H", "H"],
  "positions_angstrom": [[10.03, 12.30, 16.54], [13.77, 11.11, 13.31], [14.81, 13.95, 15.32], [5.72, 8.75, 14.08], [8.13, 14.67, 15.43], [9.35, 12.26, 14.50], [10.10, 8.00, 12.86], [9.54, 17.45, 18.78], [9.91, 17.10, 14.18], [10.83, 11.85, 8.89], [13.80, 14.14, 13.29], [14.74, 13.98, 14.08], [10.05, 12.69, 15.38], [9.03, 8.27, 12.40], [10.56, 12.83, 9.47], [10.44, 15.26, 18.50], [6.24, 10.88, 15.13], [9.08, 13.04, 9.93], [10.80, 17.91, 14.05], [7.10, 8.70, 16.01], [11.56, 13.93, 9.75], [13.42, 10.06, 13.79], [9.34, 16.28, 18.77], [7.40, 15.39, 14.83], [7.02, 15.18, 13.40], [16.08, 13.94, 13.38], [7.94, 7.26, 12.19], [6.28, 9.39, 14.98], [10.38, 19.40, 14.15], [12.90, 10.00, 15.25], [6.91, 16.57, 15.50], [13.49, 8.80, 12.97], [7.97, 15.63, 18.98], [10.93, 13.87, 14.97], [12.24, 17.63, 13.93], [8.57, 9.76, 12.18], [16.00, 13.11, 12.66], [7.96, 14.82, 19.66], [8.12, 9.07, 16.02], [8.76, 13.97, 9.61], [7.52, 15.94, 12.78], [7.09, 7.70, 16.02], [7.22, 11.25, 15.28], [7.62, 7.41, 11.18], [9.66, 19.49, 14.94], [11.42, 14.22, 10.80], [16.03, 14.97, 12.93], [7.16, 14.18, 13.01], [11.40, 14.86, 9.11], [11.95, 10.56, 15.19], [12.58, 13.66, 9.61], [5.76, 11.40, 14.33], [7.77, 17.18, 15.58], [7.73, 15.27, 17.96], [5.95, 15.42, 13.41], [12.83, 17.87, 14.80], [7.16, 7.44, 13.00], [7.27, 16.38, 19.31], [11.21, 20.02, 14.35], [11.48, 13.61, 14.08], [9.22, 10.54, 12.56], [12.70, 18.32, 13.20], [12.63, 8.99, 15.57], [5.59, 11.03, 16.02], [16.83, 13.74, 14.18], [11.59, 14.02, 15.80], [9.90, 19.66, 13.17], [6.06, 17.07, 15.05], [10.20, 14.69, 17.52], [9.10, 13.07, 11.01], [10.20, 14.72, 14.79], [8.30, 12.28, 9.66], [6.71, 9.02, 16.95], [13.73, 9.03, 11.95], [11.42, 15.65, 18.37], [12.39, 16.52, 13.64], [12.50, 8.27, 13.13], [13.60, 10.42, 15.94], [8.30, 6.21, 12.32], [8.37, 9.96, 11.12], [6.67, 16.31, 16.49], [10.66, 14.51, 19.27], [7.52, 9.91, 12.57], [14.22, 8.21, 13.40]],
  "lumo_energy_ev": -0.03,
  "homo_ev": -9.2,
  "max_force_ev_per_a": 4.04,
  "e_above_lowest_kcal_mol": 1.8,
  "energy_ev": -50124.3759,
  "gap_ha": 0.337
}

***

Record 2
{
  "formula": "C23H48N8O4P2",
  "method": "wB97M-V/def2-TZVPD",
  "elements": ["P", "P", "O", "O", "O", "O", "N", "N", "N", "N", "N", "N", "N", "N", "C", "C", "C", "C", "C", "C", "C", "C", "C", "C", "C", "C", "C", "C", "C", "C", "C", "C", "C", "C", "C", "C", "C", "H", "H", "H", "H", "H", "H", "H", "H", "H", "H", "H", "H", "H", "H", "H", "H", "H", "H", "H", "H", "H", "H", "H", "H", "H", "H", "H", "H", "H", "H", "H", "H", "H", "H", "H", "H", "H", "H", "H", "H", "H", "H", "H", "H", "H", "H", "H", "H"],
  "positions_angstrom": [[-1.45, -4.68, 1.07], [-0.54, 0.21, -2.91], [2.59, 1.51, 0.76], [-0.29, -5.55, 0.62], [5.99, 2.78, 0.84], [-1.40, -0.51, -1.88], [-2.92, -3.80, 1.31], [-1.43, -0.40, -4.27], [1.70, 4.00, 0.10], [-0.47, -3.30, 1.45], [0.15, 5.53, 2.06], [0.64, 0.89, -3.98], [-1.82, -5.66, 2.47], [-1.07, 1.79, -2.42], [-2.56, 0.33, -4.83], [0.13, -2.64, 0.29], [-0.60, 2.20, -1.10], [0.75, 2.37, 3.85], [1.37, 3.51, 1.33], [-1.25, -5.37, 3.77], [1.53, 1.62, 2.90], [-3.28, -2.83, 0.28], [0.52, 5.97, 0.88], [0.57, 1.08, -5.41], [-1.70, -7.10, 2.23], [1.83, 1.48, -3.37], [-0.61, -2.38, 2.55], [-1.37, 2.94, -3.23], [4.61, 2.92, 1.24], [1.82, 2.18, 1.69], [-1.82, -1.80, -4.14], [0.61, 4.25, 2.26], [3.99, 1.52, 1.13], [1.27, 5.22, -0.10], [-3.81, -3.79, 2.45], [4.65, 3.49, 2.70], [0.32, 3.63, 3.52], [5.53, 3.07, 3.21], [1.50, 5.68, -1.07], [-1.02, -2.39, -3.71], [-3.06, -0.27, -5.59], [-0.70, -2.87, 3.51], [-0.58, -2.00, -0.23], [1.88, 0.62, 3.20], [-2.98, -1.82, 0.56], [-4.36, -2.83, 0.08], [-1.21, 3.00, -0.67], [-2.04, -2.23, -5.12], [-2.24, 1.23, -5.35], [-0.48, 3.42, -3.65], [0.51, 1.98, 4.85], [0.29, -1.76, 2.64], [0.19, 0.20, -5.93], [-0.27, 4.19, 4.26], [-0.16, -5.28, 3.74], [-3.30, 0.59, -4.06], [-4.78, -3.38, 2.19], [-1.46, -1.68, 2.43], [-1.51, -6.16, 4.49], [1.57, 1.25, -5.83], [1.73, 2.56, -3.27], [-4.01, -4.79, 2.83], [-2.06, 2.71, -4.05], [4.16, 3.66, 0.56], [-0.65, 1.36, -0.39], [4.51, 1.01, 0.29], [2.73, 1.26, -3.94], [0.44, 2.54, -1.13], [0.99, -2.03, 0.58], [0.51, -3.38, -0.42], [4.68, 4.59, 2.65], [-3.41, -3.18, 3.26], [2.00, 1.06, -2.37], [-0.65, -7.43, 2.28], [6.43, 3.56, 1.19], [-1.89, 3.69, -2.64], [-1.68, -4.47, 4.20], [-2.71, -1.93, -3.51], [-2.79, -3.07, -0.67], [-0.04, 1.95, -5.67], [4.16, 0.91, 2.04], [-2.27, -7.65, 2.97], [-2.09, -7.37, 1.25], [0.24, 7.00, 0.62], [3.74, 3.24, 3.27]],
  "lumo_energy_ev": -0.56,
  "homo_ev": -7.6,
  "max_force_ev_per_a": 7.58,
  "energy_ev": -63312.6650,
  "gap_ha": 0.259
}